(1)
{"formula": "C27H34Br2N7Si2TeTi", "method": "wB97M-V/def2-TZVPD", "symbols": ["Te", "Br", "Br", "Ti", "Si", "Si", "N", "N", "N", "N", "N", "N", "N", "C", "C", "C", "C", "C", "C", "C", "C", "C", "C", "C", "C", "C", "C", "C", "C", "C", "C", "C", "C", "C", "C", "C", "C", "C", "C", "C", "H", "H", "H", "H", "H", "H", "H", "H", "H", "H", "H", "H", "H", "H", "H", "H", "H", "H", "H", "H", "H", "H", "H", "H", "H", "H", "H", "H", "H", "H", "H", "H", "H", "H"], "xyz": [[0.8198, -1.3988, -0.2108], [-6.4381, -1.4044, -3.3152], [-5.5555, 2.9533, 3.3053], [-0.9616, 0.6494, -0.5106], [-0.0889, -4.5502, 0.1516], [3.6642, -0.4122, 1.2940], [0.6348, 6.5299, -0.0023], [0.0033, 1.0037, -2.1790], [-2.1526, 0.6675, 1.0792], [-0.7419, 2.6243, -0.1461], [4.0292, 0.7945, -4.0099], [-2.3800, -0.3835, -1.2891], [2.3039, 4.6930, -2.5808], [-4.1920, 2.0136, 2.4061], [0.9840, 1.5433, -2.5415], [-0.4814, -4.6146, -1.6952], [2.1171, 2.1656, -2.9816], [-0.8882, 4.8939, -0.8759], [3.5005, 1.2826, 0.4758], [-1.9851, 1.1391, 2.3275], [0.1919, 5.2680, -0.0486], [-3.3944, 0.8143, 0.4942], [-4.7761, -0.1471, -1.3933], [0.2737, 2.9820, 0.6620], [-0.5689, -2.7742, 0.6957], [1.8836, -1.0454, 1.6215], [3.1678, 1.4136, -3.5621], [0.7585, 4.2548, 0.7508], [-2.4346, -1.1987, -2.3715], [-2.9580, 1.7961, 3.0341], [-4.7998, -0.9727, -2.4880], [1.7599, -4.8075, 0.4470], [-3.5513, 0.1321, -0.7717], [-1.0628, -5.8095, 1.1505], [4.4974, -0.3933, 2.9811], [-4.4133, 1.5250, 1.1415], [4.5220, -1.5826, 0.0981], [-1.3028, 3.5929, -0.8982], [-3.6028, -1.5312, -2.9865], [2.2330, 3.5595, -2.7768], [3.9061, 0.1249, 3.7374], [5.4769, 0.0858, 2.9361], [2.3551, -3.9795, 0.0619], [0.6968, 2.1825, 1.2650], [4.6465, -1.4202, 3.3210], [2.0956, -5.7142, -0.0597], [3.2941, 2.0807, 1.1922], [1.5102, 6.7309, 0.4477], [4.4233, 1.5407, -0.0465], [-2.7684, 2.1498, 4.0362], [1.2943, -0.3482, 2.2168], [-1.0161, 0.9584, 2.7783], [-3.6162, -2.2065, -3.8284], [2.6960, 1.2833, -0.2647], [5.5534, -1.2653, -0.0687], [-0.8652, -5.7090, 2.2189], [-1.3651, 5.6208, -1.5188], [-0.7706, -6.8196, 0.8562], [0.3195, 7.1836, -0.6974], [-1.4851, -1.5770, -2.7301], [-5.6972, 0.2501, -0.9924], [0.1242, -3.8995, -2.2576], [4.5578, -2.6099, 0.4657], [-0.2688, -5.6073, -2.0956], [1.5806, 4.4782, 1.4167], [-2.1386, -5.7168, 0.9943], [-2.1184, 3.2807, -1.5413], [-0.5071, -2.6188, 1.7723], [4.0275, -1.5871, -0.8760], [-1.5720, -2.5001, 0.3707], [-5.3603, 1.6973, 0.6506], [-1.5350, -4.4006, -1.8888], [1.9283, -2.0056, 2.1375], [1.9837, -4.9287, 1.5091]], "atomic_forces_ev_per_a": [[0.291, -0.584, 0.706], [0.221, 0.058, 0.106], [0.179, -0.083, -0.094], [1.086, -0.676, 0.208], [0.025, 0.072, -0.001], [-0.088, -0.044, 0.019], [-0.010, 0.047, -0.031], [1.361, 0.732, -1.473], [-1.448, 0.118, 1.170], [0.272, 1.579, 0.075], [-0.037, -0.029, 0.000], [-1.478, -0.554, -0.346], [-0.067, 0.055, 0.101], [-0.222, -0.016, -0.173], [-0.118, -0.200, -0.501], [0.059, -0.095, 0.334], [-0.185, -0.056, 0.108], [0.017, 0.031, -0.026], [0.087, -0.220, 0.267], [-0.138, -0.121, 0.302], [-0.120, -0.310, -0.017], [-0.009, -0.242, 0.217], [-0.139, 0.081, -0.159], [-0.155, -0.018, 0.070], [0.201, -0.478, -0.196], [0.407, 0.165, -0.336], [0.197, -0.169, 0.075], [0.092, 0.105, 0.016], [-0.054, -0.197, -0.271], [0.164, -0.028, 0.029], [-0.195, 0.069, 0.074], [-0.375, 0.028, 0.003], [0.105, -0.213, 0.139], [0.071, 0.174, -0.236], [-0.035, 0.050, -0.323], [-0.137, 0.137, 0.113], [-0.128, 0.139, 0.182], [0.005, 0.040, 0.090], [0.048, 0.004, 0.076], [-0.041, 0.263, -0.030], [-0.036, 0.038, -0.037], [0.014, -0.009, -0.001], [0.076, -0.001, -0.050], [0.112, 0.061, 0.000], [0.012, -0.004, 0.010], [-0.009, -0.011, -0.011], [-0.006, -0.017, 0.041], [0.036, 0.057, -0.016], [-0.018, 0.026, -0.034], [0.002, -0.010, 0.001], [-0.003, -0.038, 0.063], [0.037, 0.057, -0.053], [0.044, 0.031, -0.027], [0.034, -0.001, -0.092], [-0.005, 0.049, 0.015], [0.023, 0.035, 0.004], [-0.016, 0.003, 0.018], [-0.007, -0.009, -0.004], [0.062, 0.063, -0.008], [-0.010, 0.018, -0.011], [0.003, -0.008, 0.008], [0.028, -0.009, 0.005], [-0.048, -0.001, 0.045], [0.010, 0.006, -0.032], [0.016, -0.024, -0.006], [-0.010, 0.010, -0.004], [0.039, 0.048, -0.059], [0.059, 0.108, 0.005], [0.019, 0.007, -0.011], [-0.015, -0.010, -0.031], [-0.013, -0.045, 0.018], [-0.017, 0.000, 0.034], [-0.094, -0.053, -0.061], [-0.026, 0.023, 0.015]], "lowdin_charge": [1.345, 0.814, 0.814, 0.652, 0.426, 0.433, 0.175, 0.014, -0.059, -0.103, 0.156, -0.085, 0.155, -0.667, -0.164, -0.183, -0.265, 0.016, -0.167, -0.113, -0.306, -0.212, -0.046, -0.126, -0.519, -0.528, -0.223, 0.015, -0.107, -0.085, -0.662, -0.184, -0.198, -0.176, -0.174, -0.049, -0.183, -0.097, -0.081, -0.217, 0.032, 0.036, -0.012, 0.106, 0.036, 0.041, 0.028, 0.121, 0.047, 0.111, -0.002, 0.118, 0.113, -0.004, 0.042, 0.034, 0.126, 0.037, 0.121, 0.116, 0.112, 0.017, 0.032, 0.038, 0.124, 0.033, 0.130, 0.018, 0.019, -0.003, 0.112, 0.027, 0.019, 0.039], "multiplicity": 3, "e_tot_ha": -8276.925477, "homo_energy_ev": [-9.167, -10.782], "charge": 1}


(2)
{"formula": "C3H8BrN3", "method": "wB97M-V/def2-TZVPD", "symbols": ["Br", "N", "N", "N", "C", "C", "C", "H", "H", "H", "H", "H", "H", "H", "H"], "xyz": [[2.5010, 0.1055, 0.0241], [0.0730, -3.6270, -0.2565], [-0.4778, -1.4320, 0.2389], [0.2217, -2.4748, 0.2464], [0.8202, 0.8481, -0.5212], [-1.0831, 2.4029, 0.0033], [0.2700, 1.7728, 0.2655], [0.4551, 0.3924, -1.3350], [-1.1639, 2.8407, -0.9690], [-1.3758, -1.4471, -0.2073], [0.8120, -4.2497, 0.0196], [-1.8237, 1.7545, -0.0026], [0.7439, 2.0974, 1.1872], [-1.1696, 3.1515, 0.7055], [1.1968, -2.1353, 0.6009]], "atomic_forces_ev_per_a": [[-0.075, -0.054, -0.172], [-1.577, -0.063, -0.224], [0.014, 1.063, 0.637], [2.854, 0.789, 0.128], [1.521, 2.338, 4.021], [4.117, 1.214, -1.241], [-0.199, -0.513, -1.021], [-1.318, -1.274, -2.849], [0.376, 0.561, -0.752], [-0.584, -1.220, -0.433], [0.677, 0.203, 0.152], [-3.589, -3.253, 0.684], [0.244, -0.201, -0.243], [-0.836, 1.627, 1.498], [-1.625, -1.216, -0.184]], "lowdin_charge": [0.663, 0.048, 0.048, -0.322, -0.577, -0.070, -0.238, 0.003, 0.079, 0.058, 0.031, 0.021, 0.091, 0.049, 0.116], "e_above_lowest_ev": 1.311, "e_tot_ha": -2857.235129, "homo_energy_ev": -8.935, "charge": 0}


(3)
{"formula": "C22H49NO", "method": "wB97M-V/def2-TZVPD", "symbols": ["O", "N", "C", "C", "C", "C", "C", "C", "C", "C", "C", "C", "C", "C", "C", "C", "C", "C", "C", "C", "C", "C", "C", "C", "H", "H", "H", "H", "H", "H", "H", "H", "H", "H", "H", "H", "H", "H", "H", "H", "H", "H", "H", "H", "H", "H", "H", "H", "H", "H", "H", "H", "H", "H", "H", "H", "H", "H", "H", "H", "H", "H", "H", "H", "H", "H", "H", "H", "H", "H", "H", "H", "H"], "xyz": [[-2.1161, 1.6797, -2.5977], [-0.4296, 0.1106, 0.0247], [-2.2901, -4.6510, 1.7496], [0.1933, -2.7766, 0.0027], [4.5796, 5.5501, -2.6397], [3.8584, 6.8919, -2.5717], [3.7903, 4.4691, -3.3767], [0.5690, -4.1889, 0.4387], [-0.4648, -5.2603, 0.0527], [-0.2215, -0.4089, 3.9654], [2.4868, 3.6984, -1.2926], [3.3162, 2.4407, -1.0585], [-1.9272, -4.8689, 0.2788], [-3.8147, -1.7417, 3.1104], [-1.2989, -1.4033, 3.5280], [-2.6668, -0.7554, 3.3268], [2.4328, 4.1325, -2.7563], [1.2907, -1.7550, 0.2818], [-1.3842, -0.1044, -1.0559], [-2.2907, 1.1116, -1.3121], [-3.7711, -2.5309, 1.7810], [-0.9056, 2.3954, -2.7053], [-3.6957, -4.0647, 1.9227], [0.9448, -0.3285, -0.1842], [-1.3871, -2.2149, 4.2579], [-2.0074, -0.9934, -0.8934], [-2.0805, 1.8633, -0.5392], [4.4717, 7.6445, -2.0747], [0.6079, -0.9148, 4.4620], [-0.8708, 3.2168, -1.9777], [-4.1044, -4.3545, 2.8945], [-4.3465, -4.5262, 1.1731], [5.5406, 5.6828, -3.1432], [-0.2746, -6.1691, 0.6346], [1.5281, -4.4408, -0.0251], [-0.6269, 0.3308, 4.6592], [-0.8247, -0.2944, -1.9761], [-4.6597, -2.2765, 1.1996], [-0.7916, -0.2451, 0.8997], [-0.0303, 1.7547, -2.5350], [-2.6275, -0.0745, 2.4658], [1.5302, -1.7469, 1.3519], [-2.9199, -2.1854, 1.1813], [2.9200, 6.8179, -2.0198], [4.3995, 3.5632, -3.4366], [-2.1820, -3.9771, -0.3034], [-0.0463, -2.7721, -1.0684], [4.8160, 5.2119, -1.6267], [2.9331, 1.6115, -1.6580], [2.2032, -2.0776, -0.2306], [1.1622, -0.2341, -1.2524], [-3.8441, -2.4406, 3.9537], [3.2775, 2.1391, -0.0110], [-2.5639, -5.6710, -0.1089], [4.3661, 2.5838, -1.3193], [-0.3192, -5.5356, -0.9961], [1.4654, 3.5176, -0.9466], [0.1941, 0.1324, 3.1120], [-3.3463, 0.8393, -1.2516], [1.7645, 4.9933, -2.8473], [-2.2182, -5.6096, 2.2737], [0.7437, -4.2059, 1.5201], [1.6133, 0.3749, 0.3219], [-4.7509, -1.1799, 3.1526], [-2.8880, -0.1314, 4.1985], [2.8732, 4.5131, -0.6736], [-1.5561, -3.9944, 2.2271], [1.9727, 3.3318, -3.3455], [3.6286, 4.7913, -4.4103], [-0.9801, -1.8757, 2.5948], [3.6255, 7.2591, -3.5739], [-0.7235, -2.4768, 0.5107], [-0.8510, 2.8039, -3.7131]], "atomic_forces_ev_per_a": [[0.054, 0.029, -0.004], [0.023, 0.089, 0.044], [0.013, 0.025, 0.012], [0.087, -0.052, -0.081], [-0.001, 0.011, 0.001], [0.011, -0.012, 0.007], [-0.001, -0.003, -0.009], [-0.030, -0.027, -0.072], [-0.031, 0.025, 0.101], [0.016, -0.045, -0.043], [-0.024, -0.026, 0.008], [-0.010, 0.021, 0.013], [0.013, -0.037, 0.075], [0.041, -0.044, -0.015], [0.004, 0.029, -0.043], [0.005, 0.000, -0.144], [-0.010, -0.004, -0.007], [-0.102, -0.009, -0.090], [0.019, -0.080, -0.071], [-0.055, 0.036, 0.080], [0.018, -0.027, 0.006], [0.008, -0.013, 0.042], [-0.009, 0.010, -0.045], [0.090, -0.106, 0.052], [-0.034, 0.077, 0.043], [0.024, 0.011, 0.025], [-0.033, -0.035, -0.009], [0.002, 0.004, -0.008], [0.005, 0.012, -0.038], [0.008, -0.022, -0.030], [-0.003, 0.033, -0.017], [0.009, -0.029, 0.041], [0.002, 0.004, 0.005], [0.103, 0.015, -0.071], [-0.004, -0.090, 0.083], [0.028, -0.042, 0.024], [-0.073, -0.010, 0.000], [0.034, 0.020, -0.002], [0.025, 0.077, 0.055], [-0.018, 0.026, -0.006], [0.033, 0.056, 0.071], [-0.109, -0.032, -0.003], [-0.013, -0.014, -0.015], [0.000, 0.000, 0.002], [-0.006, -0.005, 0.003], [0.038, 0.003, 0.013], [0.030, -0.024, 0.016], [0.002, -0.012, -0.001], [0.027, -0.010, -0.008], [0.051, 0.074, 0.075], [-0.064, 0.009, 0.020], [0.028, 0.014, -0.028], [0.010, -0.014, -0.003], [-0.007, 0.050, -0.023], [-0.006, 0.028, -0.017], [-0.066, 0.069, -0.005], [0.005, -0.001, 0.018], [-0.066, 0.065, 0.019], [0.051, -0.014, -0.051], [0.004, 0.003, -0.005], [0.004, 0.006, -0.039], [-0.046, 0.077, -0.016], [0.016, -0.050, -0.035], [0.004, -0.032, 0.046], [-0.018, -0.026, -0.012], [0.002, 0.012, -0.013], [-0.017, 0.012, 0.008], [-0.001, -0.001, 0.007], [0.006, 0.003, 0.001], [0.007, -0.120, 0.021], [-0.013, -0.001, 0.001], [-0.073, 0.050, 0.022], [-0.015, -0.015, 0.018]], "lowdin_charge": [-0.191, -0.053, -0.209, -0.233, -0.271, -0.112, -0.228, -0.208, -0.205, -0.101, -0.262, -0.110, -0.222, -0.201, -0.269, -0.226, -0.232, -0.182, -0.203, -0.212, -0.189, -0.120, -0.199, -0.230, 0.114, 0.101, 0.116, 0.069, 0.070, 0.089, 0.103, 0.106, 0.104, 0.109, 0.110, 0.071, 0.116, 0.105, 0.074, 0.072, 0.109, 0.108, 0.082, 0.064, 0.102, 0.102, 0.128, 0.097, 0.066, 0.113, 0.104, 0.106, 0.065, 0.113, 0.067, 0.108, 0.093, 0.061, 0.117, 0.103, 0.115, 0.111, 0.093, 0.104, 0.110, 0.101, 0.090, 0.101, 0.110, 0.068, 0.075, 0.065, 0.091], "e_tot_ha": -997.608990, "homo_energy_ev": -8.562, "smiles": "CCCCCCCCCCCCCNCCOC.CCCCCC", "charge": 0}


(4)
{"formula": "C12H32O12S4Sn", "method": "wB97M-V/def2-TZVPD", "symbols": ["Sn", "S", "S", "S", "S", "O", "O", "O", "O", "O", "O", "O", "O", "O", "O", "O", "O", "C", "C", "C", "C", "C", "C", "C", "C", "C", "C", "C", "C", "H", "H", "H", "H", "H", "H", "H", "H", "H", "H", "H", "H", "H", "H", "H", "H", "H", "H", "H", "H", "H", "H", "H", "H", "H", "H", "H", "H", "H", "H", "H", "H"], "xyz": [[-16.1187, 23.3889, -28.3200], [-19.5741, 23.8940, -30.5467], [-15.5640, 19.0496, -28.0918], [-17.0680, 27.1895, -29.5092], [-13.0751, 25.6946, -30.6244], [-18.6101, 27.6304, -29.7387], [-16.8939, 18.0531, -28.2134], [-13.2715, 25.7978, -32.2786], [-18.4402, 23.1442, -30.0779], [-16.0949, 20.4365, -27.8923], [-14.2075, 24.8707, -30.0546], [-16.9600, 25.7535, -29.7826], [-14.6873, 18.3842, -27.1092], [-12.7652, 27.0754, -30.2100], [-16.5812, 27.7217, -28.2412], [-20.4645, 22.8172, -31.4391], [-20.5260, 24.4939, -29.5663], [-20.4058, 29.0927, -29.4559], [-12.5702, 26.3957, -34.5327], [-14.9107, 19.0023, -29.7900], [-18.9821, 28.7940, -29.0426], [-19.1005, 24.9789, -32.0581], [-18.5235, 16.7834, -29.3116], [-22.7929, 22.2859, -31.2566], [-12.4523, 26.7109, -33.0863], [-17.7319, 18.1017, -29.3686], [-21.7604, 23.1162, -31.9835], [-11.5824, 24.6501, -30.7068], [-16.2298, 28.1392, -30.9056], [-16.6334, 27.8277, -31.8690], [-11.2142, 24.5799, -31.7303], [-15.5318, 19.5451, -30.5025], [-11.3997, 26.6551, -32.8087], [-16.4201, 29.1894, -30.6844], [-22.1230, 24.1427, -32.0370], [-17.9215, 15.9020, -29.0904], [-23.6951, 22.0120, -31.8034], [-20.0074, 25.4227, -32.4690], [-18.3670, 29.6352, -29.3621], [-18.9401, 28.8508, -27.9549], [-10.8392, 24.9542, -29.9698], [-14.8008, 17.9776, -30.1452], [-12.4431, 25.3179, -34.6349], [-23.0706, 22.6982, -30.2866], [-20.9472, 29.8732, -28.9212], [-11.8369, 23.6223, -30.4480], [-19.0680, 16.4899, -30.2090], [-11.7401, 26.8063, -35.1076], [-18.4293, 24.4116, -32.7028], [-18.3737, 18.9740, -29.4919], [-18.5421, 25.8526, -31.7220], [-17.0955, 18.0440, -30.2516], [-13.9589, 19.5188, -29.6657], [-22.4345, 21.2717, -31.0806], [-12.8060, 27.7358, -32.9740], [-15.1513, 27.9849, -30.8728], [-21.0017, 28.1842, -29.3684], [-20.4338, 29.3716, -30.5092], [-21.8119, 22.7724, -33.0166], [-13.5321, 26.7089, -34.9386], [-19.2999, 16.7855, -28.5465]], "atomic_forces_ev_per_a": [[-0.815, 0.414, -1.542], [-5.429, 1.444, -1.604], [-1.423, -2.188, 0.619], [1.138, 2.404, -0.036], [0.763, 1.124, -2.217], [2.015, -2.211, 0.344], [2.108, 1.880, 0.987], [-1.054, -0.765, 1.743], [1.488, -0.427, 0.777], [1.055, -0.545, -0.174], [1.928, 1.661, -0.912], [-0.307, -0.053, 0.708], [-2.088, 2.312, -2.518], [-1.132, -3.103, 0.125], [-0.744, -1.298, -1.737], [2.180, 1.040, 1.157], [3.146, -0.977, -2.425], [-0.626, -0.468, -0.879], [-0.260, -1.358, -0.419], [0.250, 0.307, 0.732], [-1.448, 3.268, 0.575], [0.313, 0.452, 2.003], [-0.735, -0.338, 0.347], [-0.282, -0.951, 0.870], [0.431, 1.246, 0.461], [-0.333, -1.723, -1.268], [-2.047, -0.759, -0.573], [-0.273, -0.628, 0.840], [-0.537, -0.711, 1.066], [-0.142, -0.002, 0.212], [-0.007, 0.636, 0.174], [-0.149, 0.097, 0.413], [-0.093, -0.086, 0.462], [-0.197, -0.100, -0.060], [0.872, 0.392, 0.549], [0.495, 0.356, 0.054], [-0.101, 0.920, -0.391], [-0.137, -0.798, -0.182], [0.292, -0.049, -0.167], [0.440, -1.247, 0.029], [-0.045, 0.414, -0.263], [0.222, 0.017, 0.391], [-0.270, -0.154, -0.310], [-0.015, 0.071, -0.073], [0.560, 0.018, 0.321], [-0.424, 0.101, 0.094], [0.213, 0.641, -0.395], [-0.154, 0.417, 0.182], [-0.618, -0.312, -0.019], [0.081, 0.157, 0.658], [0.056, -0.250, 0.406], [-0.015, 0.087, -0.090], [0.182, -0.254, -0.259], [0.611, 0.061, 0.195], [0.072, -0.068, 0.712], [-0.101, -0.282, 0.281], [-0.062, -0.060, 0.126], [-0.008, 0.007, -0.076], [0.875, -0.004, -0.103], [0.153, -0.105, -0.130], [0.130, 0.330, 0.212]], "lowdin_charge": [1.884, 0.698, 0.730, 0.671, 0.741, -0.245, -0.248, -0.294, -0.428, -0.488, -0.469, -0.460, -0.244, -0.272, -0.263, -0.272, -0.281, -0.050, -0.065, -0.113, -0.298, -0.043, -0.051, -0.072, -0.265, -0.264, -0.270, -0.085, -0.038, 0.076, 0.076, 0.069, 0.122, 0.075, 0.124, 0.089, 0.090, 0.077, 0.119, 0.132, 0.085, 0.093, 0.087, 0.083, 0.096, 0.065, 0.086, 0.100, 0.082, 0.124, 0.021, 0.092, 0.072, 0.082, 0.123, 0.048, 0.084, 0.084, 0.126, 0.089, 0.083], "e_above_lowest_ev": 3.759, "e_tot_ha": -3185.586871, "homo_energy_ev": -15.847, "charge": 2}